Formula: C28H32ClF11NO
Source: the Open Molecules 2025 dataset
Level of theory: ωB97M-V/def2-TZVPD

XYZ file:
```
74
Properties=species:S:1:pos:R:3:forces:R:3
C 2.364 0.669 3.228 0.349 0.270 -1.605
C 1.520 -0.266 2.196 0.915 1.068 2.718
Cl 0.830 0.920 0.986 0.273 -0.920 0.207
C 2.541 -1.326 1.664 -0.346 -0.573 0.529
C 1.962 -2.751 1.133 2.072 0.643 -0.525
C 1.238 -3.558 2.280 0.700 -1.020 1.584
F 1.275 -2.914 3.560 -0.323 -0.463 -2.379
F 1.897 -4.788 2.613 -0.875 2.066 -1.258
C -0.274 -4.002 2.092 -0.626 -2.237 1.506
F -0.566 -4.684 0.903 0.748 1.681 1.634
F -0.472 -5.003 3.093 0.068 1.916 -1.604
C -1.410 -2.947 2.408 -1.960 0.997 0.783
F -1.546 -2.682 3.789 0.859 -0.776 -2.616
F -1.295 -1.705 1.789 0.427 -2.034 0.667
C -2.881 -3.474 1.976 -1.752 1.332 0.609
F -3.230 -4.671 2.561 0.893 1.991 -1.726
F -3.086 -3.424 0.603 0.608 -0.765 2.663
F -3.768 -2.514 2.514 1.587 -1.824 -1.077
C 3.367 -3.502 0.763 0.048 0.814 -0.209
C 3.298 -4.580 -0.391 2.645 -1.099 0.334
C 4.854 -4.966 -0.687 -0.586 -0.788 1.324
C 2.605 -5.965 -0.077 -0.317 -0.273 0.126
N 2.851 -3.883 -1.626 0.388 1.109 1.086
O 3.778 -3.155 -2.179 -0.788 -0.879 0.381
C 1.527 -3.237 -1.536 -1.646 0.620 -2.873
C 1.516 -2.144 -2.742 -1.657 -0.031 0.707
C 0.385 -4.279 -2.021 -0.060 0.241 0.450
C 1.166 -2.446 -0.205 -0.800 0.524 -0.506
H 2.920 0.044 3.989 -0.906 0.749 -0.694
H 1.731 1.499 3.665 0.649 -1.234 -0.313
H 3.141 1.192 2.563 -0.899 -0.688 1.093
H 0.661 -0.636 2.832 0.934 0.033 -1.288
H 3.241 -1.610 2.527 -1.000 0.643 -1.104
H 3.184 -0.817 0.865 -1.040 -0.979 0.935
H 3.936 -3.826 1.699 -1.091 0.040 -1.271
H 4.044 -2.681 0.327 -1.121 -1.134 0.479
H 5.116 -5.730 0.130 -0.184 1.050 -1.169
H 4.957 -5.492 -1.684 -0.053 0.910 1.110
H 5.543 -4.083 -0.547 -0.831 -1.039 -0.579
H 1.523 -5.920 0.250 1.240 0.145 -0.383
H 2.650 -6.662 -0.982 0.051 1.078 1.124
H 3.182 -6.461 0.773 -0.808 0.731 -1.146
H 1.817 -2.595 -3.733 -0.016 0.588 1.306
H 0.406 -1.864 -2.850 1.498 -0.236 0.132
H 2.058 -1.191 -2.467 -0.298 -1.288 -0.531
H 0.553 -4.548 -3.108 -0.001 0.237 1.316
H 0.342 -5.219 -1.398 0.091 1.033 -0.758
H -0.640 -3.778 -1.968 1.392 -0.586 0.053
H 1.344 -1.342 -0.458 -0.145 -1.639 0.551
H 0.023 -2.511 -0.127 1.686 0.027 0.185
F 0.053 3.178 -1.727 0.141 -0.018 0.009
C -1.283 3.314 -1.725 -0.726 0.070 0.014
C -2.067 2.312 -1.179 0.120 -0.182 0.079
C -3.451 2.454 -1.172 0.086 0.301 -0.173
C -4.034 3.593 -1.721 -0.055 -0.032 0.005
C -3.236 4.591 -2.272 0.042 -0.265 0.121
C -1.852 4.454 -2.269 0.125 0.123 -0.067
H -1.596 1.429 -0.763 0.021 0.062 -0.004
H -4.073 1.679 -0.739 0.084 0.040 -0.033
H -5.113 3.702 -1.719 0.103 0.007 0.007
H -3.691 5.475 -2.703 0.072 -0.048 0.057
H -1.215 5.225 -2.686 0.007 -0.063 0.001
F -4.251 6.726 0.024 -0.060 -0.105 0.046
C -3.821 7.945 -0.332 0.234 0.647 -0.190
C -2.489 8.123 -0.673 0.125 -0.182 -0.011
C -2.044 9.386 -1.047 -0.324 0.060 0.066
C -2.932 10.458 -1.067 0.051 0.047 -0.025
C -4.265 10.268 -0.719 0.237 -0.167 -0.028
C -4.714 9.004 -0.354 -0.176 -0.058 0.050
H -1.811 7.278 -0.644 -0.075 -0.002 0.014
H -1.006 9.535 -1.323 -0.077 -0.046 0.043
H -2.582 11.444 -1.355 -0.038 -0.088 0.028
H -4.954 11.105 -0.730 0.032 -0.096 -0.001
H -5.751 8.836 -0.088 0.059 -0.031 0.012
```
Forces are in eV/Å.

## Properties
Multiplicity: 2
⟨S²⟩: 0.75
HOMO-LUMO gap (alpha / beta), Ha: 0.345 / 0.336
E_tot, Ha: -2774.68064